Record 1
16
Properties=species:S:1:pos:R:3:forces:R:3:lowdin_charge:R:1 method="wB97M-V/def2-TZVPD" charge=0 spin_multiplicity=1 homo_energy_ev=-8.7 smiles=C[C@]12C[C@H]1[C@H]1N[C@H]12 lumo_ev=1.10
C 1.587 -0.648 0.921 0.075 -0.003 0.029 -0.03
C 0.425 -0.172 0.105 0.298 -0.217 -0.149 -0.40
C 0.546 0.790 -1.043 0.090 -0.156 -0.296 -0.06
C -0.300 1.144 0.138 -0.020 0.017 0.003 -0.14
C -1.666 0.333 0.137 0.473 0.863 0.131 -0.19
N -1.864 -0.633 -0.930 0.123 0.658 0.071 0.06
C -0.919 -0.954 0.124 -0.154 -0.002 0.109 -0.17
H 1.283 -0.884 1.948 0.018 0.039 -0.147 0.08
H 2.371 0.114 0.971 -0.080 -0.088 -0.006 0.08
H 2.018 -1.555 0.482 -0.005 0.099 0.070 0.08
H 1.520 1.265 -1.123 -0.187 0.038 0.125 0.11
H 0.086 0.622 -2.014 0.124 -0.070 0.098 0.09
H -0.077 2.006 0.785 -0.342 -0.540 -0.363 0.14
H -2.469 0.816 0.667 -0.509 -0.682 0.198 0.12
H -1.499 -0.357 -1.837 0.186 -0.166 0.159 0.08
H -1.042 -1.886 0.669 -0.090 0.209 -0.031 0.13



Record 2
6
Properties=species:S:1:pos:R:3:forces:R:3:mulliken_spin:R:1 method="wB97M-V/def2-TZVPD" charge=0 spin_multiplicity=3 homo_energy_ev="-4.1 / -15.0" lumo_ev="1.63 / -4.41"
N 1.271 -0.233 0.053 -0.756 2.037 -0.951 3.41
N -2.114 0.844 0.063 -1.257 -0.632 0.660 0.03
N -2.983 0.361 0.532 1.168 0.653 -0.642 -0.01
H 2.194 -0.396 -0.196 3.980 0.060 -0.092 -0.66
H 0.829 -1.085 0.036 -2.476 -3.598 0.973 -0.46
H 0.802 0.510 -0.488 -0.659 1.479 0.052 -0.32



Record 3
13
Properties=species:S:1:pos:R:3:forces:R:3:lowdin_charge:R:1 method="wB97M-V/def2-TZVPD" charge=0 spin_multiplicity=1 homo_energy_ev=-9.6 smiles="[H]/N=C1/NNCC(=O)S1" lumo_ev=0.66
H 0.641 2.792 1.676 -1.922 -1.708 0.114 0.08
N -0.263 2.197 1.653 1.033 1.533 -0.464 0.05
C -0.175 1.127 1.003 1.976 -1.343 0.110 -0.67
N -1.165 0.298 0.563 -0.282 0.308 0.112 -0.05
N -1.015 -0.967 0.002 1.330 -1.246 0.212 -0.09
C -0.066 -0.989 -1.140 0.093 -0.621 -0.374 -0.17
C 1.347 -0.484 -0.819 0.780 0.323 -1.812 -0.73
O 2.259 -0.661 -1.617 -1.305 0.261 1.686 0.00
S 1.550 0.357 0.740 -0.857 0.482 -0.221 0.99
H -2.126 0.562 0.660 -0.148 0.441 0.102 0.14
H -0.735 -1.690 0.737 -0.328 1.449 -1.303 0.15
H -0.475 -0.478 -2.106 0.646 -0.897 1.878 0.16
H 0.224 -2.065 -1.354 -1.016 1.018 -0.040 0.14



Record 4
17
Properties=species:S:1:pos:R:3:forces:R:3:lowdin_charge:R:1 method="wB97M-V/def2-TZVPD" charge=0 spin_multiplicity=1 homo_energy_ev=-8.9 lumo_ev=0.55
O -2.290 -0.319 1.042 -0.299 -1.311 -1.941 -0.03
C -1.584 -0.730 0.056 -3.450 -1.278 -0.031 -0.32
C -0.717 0.134 -0.672 1.405 1.629 2.280 -0.34
C 0.752 -0.197 -0.908 0.060 -1.675 -0.813 -0.15
C 1.423 -0.646 0.390 -0.412 0.568 0.454 -0.30
N 1.593 0.447 1.321 0.742 0.692 0.220 0.00
N -1.221 1.414 -1.110 -0.295 0.133 0.424 0.07
H -1.709 -1.731 -0.424 0.233 -0.349 1.233 0.15
H -0.743 0.014 0.657 2.347 1.948 -1.173 0.17
H 0.876 -1.083 -1.560 -0.254 0.252 -0.101 0.11
H 1.287 0.592 -1.428 -0.194 0.384 0.228 0.11
H 0.738 -1.387 0.813 0.192 -0.541 -0.016 0.10
H 2.397 -1.113 0.224 -0.121 -0.003 -0.159 0.11
H 0.938 1.211 1.366 -0.258 -0.241 -0.360 0.07
H 1.910 0.224 2.249 -0.055 -0.280 -0.063 0.07
H -1.612 1.927 -0.323 0.280 0.110 -0.059 0.08
H -2.038 1.243 -1.692 0.079 -0.038 -0.124 0.08



Record 5
21
Properties=species:S:1:pos:R:3:forces:R:3:mulliken_spin:R:1 method="wB97M-V/def2-TZVPD" charge=+1 spin_multiplicity=5 homo_energy_ev="-12.5 / -13.4" lumo_ev="-4.03 / -5.67"
C 2.374 1.031 -0.398 -2.325 0.856 -0.227 0.05
Ru -0.530 -0.098 -0.951 1.184 3.792 0.170 3.58
N -0.989 -1.994 -0.641 -2.138 -4.800 0.987 0.12
N 0.360 -0.214 -2.894 0.452 0.120 -1.515 0.03
H -2.011 -1.980 -0.405 0.879 -0.282 -0.109 0.00
H 2.060 0.026 -0.527 0.319 -1.732 -0.205 -0.02
H 2.658 1.088 0.660 0.276 0.469 -0.554 0.00
H 1.325 1.519 -0.545 2.013 0.258 0.328 -0.01
H 3.078 1.293 -1.202 -0.209 0.164 0.745 0.00
H -0.460 -0.093 -3.508 0.690 -0.070 -0.101 0.00
H 0.777 -1.135 -3.112 -0.253 0.604 0.060 0.01
H 1.064 0.495 -3.176 -0.601 -0.487 0.261 0.01
H -0.946 -2.658 -1.434 0.023 0.283 0.466 0.02
H -0.559 -2.505 0.156 -0.080 0.543 -0.447 0.00
Cl -1.031 0.384 4.615 0.024 0.023 -0.200 0.00
C -1.434 1.000 3.027 0.233 -0.090 0.027 0.01
Cl -3.196 0.780 2.723 0.561 -0.043 0.026 0.00
Cl -1.030 2.737 2.906 -0.049 -0.386 0.096 0.00
C -0.641 0.257 1.887 1.105 -2.183 1.013 0.00
O 0.154 -0.711 2.076 -2.678 3.340 -1.022 0.03
O -1.020 0.778 0.744 0.573 -0.378 0.200 0.16



Record 6
15
Properties=species:S:1:pos:R:3:forces:R:3:lowdin_charge:R:1 method="wB97M-V/def2-TZVPD" charge=-1 spin_multiplicity=1 homo_energy_ev=-4.9 smiles="N#C[C@]1(C(=O)[O-])CCC(=O)O1" lumo_ev=3.58
N -2.417 -0.895 2.174 3.179 1.032 -2.053 0.15
C -1.535 -0.548 1.458 -4.817 -1.567 3.613 -0.16
C -0.699 -0.137 0.438 1.045 0.545 -3.638 -0.34
C -1.449 -0.474 -1.155 0.101 -0.857 0.914 -0.62
O -0.832 -1.378 -1.701 0.208 -0.273 -0.611 -0.02
O -2.435 0.165 -1.433 -0.453 0.924 0.239 0.03
C 0.661 -0.749 0.318 1.337 -1.362 0.630 -0.15
C 1.574 0.331 -0.191 -1.929 1.494 -0.290 -0.05
C 0.690 1.601 0.006 3.451 0.110 1.084 -0.51
O 1.096 2.721 -0.176 -0.557 0.337 -0.184 0.08
O -0.481 1.287 0.455 -1.818 0.285 0.581 0.11
H 0.675 -1.573 -0.381 -0.497 -0.226 0.008 0.10
H 0.995 -1.156 1.273 0.218 0.233 0.221 0.12
H 1.568 0.484 -1.262 0.493 -1.191 -0.769 0.12
H 2.589 0.320 0.176 0.038 0.516 0.253 0.11



The energy above the lowest of the compared OMol25 structures with the same formula, charge and spin results, record by record, are as follows: 3.602 0.855 2.202 5.374 0.544 0.000 eV.